1.
Formula: C18H31BrClFN2O10P4S
Source: the Open Molecules 2025 dataset
Level of theory: ωB97M-V/def2-TZVPD

Cartesian coordinates (Å):
1 C 4.0696 1.0301 1.0197
2 C 2.8662 0.8282 0.4666
3 C 2.4258 1.0970 -0.9674
4 C 2.5513 -0.0992 -1.9316
5 C 2.3992 -1.4963 -1.3027
6 C 3.7001 -2.2804 -1.3006
7 F 3.9255 -2.8354 -2.5539
8 O 1.0636 1.5762 -0.9582
9 C 0.0609 0.7680 -0.3843
10 P -0.7884 0.0772 -1.9382
11 N -2.4044 -0.3520 -1.5602
12 O -1.0362 1.4809 -2.7687
13 C -0.7635 1.5575 0.6941
14 P -1.9762 2.7522 0.0017
15 O -2.7156 3.5153 1.0334
16 N 0.2446 2.1761 1.6479
17 Cl 0.2924 1.7206 3.3044
18 P 0.7061 3.8163 1.6329
19 O 0.6437 4.2254 0.0861
20 O 2.2809 3.6851 1.9953
21 S -0.1523 5.0496 2.8109
22 P -1.7844 0.2646 1.7299
23 C -3.5591 0.4801 1.3685
24 O -1.3635 -1.1708 1.0302
25 C 3.2374 2.3075 -1.4827
26 Br 2.2997 3.1417 -3.0136
27 C 4.6652 1.9950 -1.9638
28 C 5.6138 3.1617 -1.6552
29 H 4.1868 1.4345 2.0187
30 H 4.9914 0.8352 0.4806
31 H 2.0943 0.4067 1.1010
32 H 1.7963 0.0114 -2.7112
33 H 3.4998 -0.0895 -2.4682
34 H 2.0499 -1.4843 -0.2687
35 H 1.6777 -2.0882 -1.8709
36 H 4.5402 -1.6137 -1.0838
37 H 3.7053 -3.0754 -0.5543
38 H 0.4463 -0.1152 0.1251
39 H -2.5475 -1.3137 -1.8479
40 H -3.0418 0.2083 -2.1200
41 H -0.4125 1.4863 -3.5002
42 H -2.8163 1.9322 -0.7582
43 H -1.3305 3.5530 -0.9431
44 H 1.2920 4.9066 -0.1214
45 H 2.8338 4.1943 1.3974
46 H -4.0276 -0.4122 1.7986
47 H -3.9142 1.3355 1.9421
48 H -3.8575 0.5350 0.3257
49 H -2.1304 -1.5896 0.6139
50 H 3.2405 3.0816 -0.7221
51 H 4.6260 1.8814 -3.0454
52 H 5.0086 1.0686 -1.5099
53 H 5.0796 4.1117 -1.7017
54 H 6.4240 3.2001 -2.3828
55 H 6.0547 3.0383 -0.6649
56 C -3.3035 -4.6639 1.2924
57 C -3.8329 -5.5831 2.1171
58 C -5.2867 -5.5437 2.5403
59 O -5.6676 -6.4340 3.2748
60 C -6.1205 -4.4637 2.0551
61 C -5.5883 -3.5473 1.2350
62 C -4.1440 -3.6060 0.7974
63 O -3.7668 -2.7251 0.0337
64 O -6.2681 -2.5230 0.7418
65 O -3.1492 -6.5891 2.6249
66 H -2.2675 -4.6836 0.9842
67 H -7.1525 -4.4324 2.3737
68 H -5.6473 -2.0212 0.1801
69 H -3.7764 -7.0947 3.1799

Its orbital gap is 6.2 eV.

2.
Formula: C4H15N2O2
Source: the Open Molecules 2025 dataset
Level of theory: ωB97M-V/def2-TZVPD

Cartesian coordinates (Å):
1 C -0.5741 1.8178 -2.0785
2 C -0.9461 0.4775 -1.4821
3 C 0.0348 -0.0551 -0.4000
4 C 1.3575 0.1767 -0.5384
5 N 2.3725 -0.2113 0.4203
6 N -0.5922 -0.6491 0.6451
7 H 0.4657 1.9787 -2.3511
8 H -0.8162 2.6136 -1.3684
9 H -1.1168 1.9384 -3.0251
10 H -0.9987 -0.3248 -2.2286
11 H -1.9337 0.4862 -1.0413
12 H 1.5866 0.6562 -1.4747
13 H 3.3355 -0.0781 0.1439
14 H 2.2158 0.3357 1.2796
15 H 2.2657 -1.1637 0.8195
16 H -0.0637 -0.8448 1.4860
17 H -1.5796 -0.5132 0.8061
18 H 0.8666 -3.2144 0.2769
19 H 1.9265 -3.6162 1.2737
20 O 1.4222 -2.8619 0.9710
21 H -3.4319 1.6073 2.2227
22 H -3.0359 0.4703 3.2104
23 O -2.7605 0.9743 2.4329

The charge is +1. Its orbital gap is 9.2 eV. Its energy above the lowest of the compared OMol25 structures with the same formula, charge and spin is 27.4 kcal/mol.

3.
Formula: C17H51Li2N10O18
Source: the Open Molecules 2025 dataset
Level of theory: ωB97M-V/def2-TZVPD

Cartesian coordinates (Å):
1 Li 3.3106 1.5027 2.5016
2 Li 1.5035 3.4892 2.1143
3 C 1.7737 -0.1585 -1.0328
4 C 0.4689 -0.3218 -1.4067
5 C -0.6870 0.1232 -0.4781
6 O -1.8653 -0.2520 -0.7873
7 C -0.5033 0.7647 0.7278
8 C 0.8377 0.9351 1.1747
9 C 2.0484 0.4320 0.2700
10 O 3.1681 0.4877 0.7733
11 O 1.1713 1.5715 2.2036
12 O 0.2582 -0.9228 -2.5091
13 H 2.5859 -0.3971 -1.6999
14 H -1.3699 0.8643 1.3673
15 O 3.3321 3.4423 2.9277
16 H 4.0456 3.5728 3.5453
17 O -2.5302 1.9459 -2.7360
18 H -1.6607 2.1344 -3.1145
19 H -2.3765 1.2017 -2.1355
20 O 5.1839 -1.1023 -0.3409
21 H 4.6002 -0.3911 0.0034
22 H 4.7711 -1.3610 -1.1899
23 O 6.0319 1.5092 -2.9208
24 H 5.3279 2.1218 -2.6846
25 H 5.5960 0.6428 -2.9578
26 O 5.3215 1.2566 2.7099
27 H 5.7650 0.4620 3.0234
28 H 5.9323 1.6480 2.0767
29 O -2.5232 -1.7275 -3.3080
30 H -2.0628 -1.1936 -2.6234
31 H -2.9768 -2.4163 -2.8121
32 O 2.9434 -0.0083 3.6832
33 H 2.6387 0.1797 4.5761
34 H 2.6834 -0.9421 3.5166
35 C -0.2958 -3.3882 -3.4134
36 O -0.1514 -4.6136 -3.3533
37 N -0.8466 -2.6702 -2.4226
38 N 0.0782 -2.5836 -4.4575
39 H -1.1490 -3.2339 -1.6495
40 H -0.9061 -1.6724 -2.5423
41 H -0.2753 -1.6381 -4.4890
42 H 0.4678 -2.9772 -5.2931
43 C 1.0558 1.8699 -4.6664
44 O 0.0923 2.3118 -4.0513
45 N 1.5911 2.5992 -5.6941
46 N 1.5848 0.6339 -4.5515
47 H 1.0252 3.3864 -5.9613
48 H 2.3658 2.3637 -6.2827
49 H 1.0972 0.0112 -3.8987
50 H 2.3981 0.3275 -5.0457
51 C 0.8200 -2.9595 2.6834
52 O 1.6727 -2.3117 3.3069
53 N 0.6481 -4.2951 2.7988
54 N -0.1083 -2.3743 1.9103
55 H 1.3166 -4.7693 3.3818
56 H -0.1262 -4.7746 2.3883
57 H -0.7661 -2.8999 1.3666
58 H -0.0075 -1.4018 1.6557
59 C 4.4250 -1.3256 -4.2217
60 O 4.6433 -1.1028 -3.0147
61 N 5.3753 -1.2373 -5.1579
62 N 3.1872 -1.6287 -4.7169
63 H 6.3595 -1.0573 -5.1064
64 H 5.0235 -1.3883 -6.0882
65 H 2.9652 -1.5477 -5.6892
66 H 2.5143 -1.4341 -3.9805
67 C -0.7455 0.9499 4.9929
68 O -0.1997 2.0542 5.0732
69 N -0.7399 0.2820 3.8425
70 N -1.3878 0.3276 6.0306
71 H -1.3596 -0.4994 3.7225
72 H -0.2475 0.6943 3.0655
73 H -1.8917 -0.5078 5.8017
74 H -1.5031 0.8516 6.8768
75 C -5.8403 -0.9092 2.1540
76 C -4.9352 -2.0714 2.5712
77 C -3.5697 -1.5845 2.9812
78 O -5.5738 -2.8633 3.6174
79 H -6.8161 -1.4002 2.1158
80 H -5.5768 -0.4385 1.2081
81 H -5.8962 -0.1025 2.8860
82 H -4.8820 -2.8400 1.7953
83 H -3.0951 -1.1045 2.1230
84 H -2.8723 -2.3902 3.2286
85 H -3.6874 -0.9435 3.8564
86 H -6.4380 -3.0655 3.2459
87 C -3.6766 4.5374 0.1964
88 C -3.2860 3.8438 1.4837
89 C -3.9771 2.4898 1.6186
90 O -1.8843 3.6883 1.6118
91 H -4.7176 4.3430 -0.0641
92 H -3.1575 3.9596 -0.5771
93 H -3.3750 5.5809 0.2032
94 H -3.5058 4.4791 2.3479
95 H -3.7799 1.9219 2.5259
96 H -3.5990 1.8952 0.7761
97 H -5.0393 2.5785 1.3840
98 H -1.5624 2.9314 1.1037

The charge is -1. Its orbital gap is 6.9 eV.

| no. | E (eV) |
| --- | --- |
| 1 | -175896.2261 |
| 2 | -11460.0678 |
| 3 | -70630.2259 |